Record 1
Below is the ion C7H11N2O with charge +1 at a distorted geometry, with properties calculated with the ωB97M-V functional and the def2-TZVPD basis.

Output
frontier orbital gap	9.2	eV
ΔE to the lowest compared entry with this formula, charge and spin	0.0	kJ/mol
net charge	+1
2S+1	1
maximum force	0.108	Eh/bohr
SMILES	CCc1[nH]ccc(=[NH2+])c1O
HOMO energy	-0.473	Ha

```
21
Properties=species:S:1:pos:R:3:forces:R:3:lowdin_charge:R:1
C -2.612855 0.413235 0.660097 -0.9 0.2 0.7 -0.07
C -1.843875 0.507681 -0.618020 -0.9 1.2 -0.1 -0.16
C -0.525626 -0.036123 -0.442838 5.2 1.6 1.0 -0.17
N -0.353805 -1.354212 -0.536520 -0.8 -0.9 0.5 0.11
C 0.798066 -2.000857 -0.276352 -0.7 -1.3 0.1 -0.04
C 1.863003 -1.281316 0.094766 2.3 -0.4 -0.1 0.00
C 1.956885 0.120238 0.133096 -2.2 -0.6 -0.2 -0.21
N 3.116834 0.730900 0.393571 -1.5 -0.6 -0.1 0.21
C 0.680334 0.752527 -0.108490 -1.3 0.2 -0.9 -0.08
O 0.630788 2.161598 -0.115492 -0.1 -2.3 0.1 0.07
H -2.963598 -0.522567 0.968504 0.1 -2.3 -0.3 0.07
H -3.564129 0.863435 0.607977 -1.0 1.3 -0.4 0.08
H -2.166879 0.718918 1.560776 1.1 1.1 0.9 0.08
H -1.754893 1.617924 -0.888949 -0.6 -1.8 -0.4 0.15
H -2.378690 -0.174848 -1.299275 0.1 1.1 -0.6 0.15
H -1.191484 -1.926389 -0.511374 0.0 0.1 -0.5 0.18
H 0.752347 -3.122076 -0.341956 0.2 1.4 0.1 0.17
H 2.812269 -1.781026 0.253452 -0.2 -0.3 0.1 0.13
H 3.984843 0.255244 0.565382 -0.1 0.0 -0.1 0.14
H 3.053882 1.685435 0.207279 0.8 1.9 0.1 0.10
H -0.293417 2.372279 -0.305638 0.3 0.5 0.1 0.09
```
Forces are in eV/Å.

***

Record 2
Below is a structure of composition C15H20BBr33FNO3PS2 at a distorted geometry, with properties calculated with the ωB97M-V functional and the def2-TZVPD basis.

Output
frontier orbital gap	7.7	eV
net charge	+1
2S+1	1
maximum force	0.071	Eh/bohr
HOMO energy	-0.422	Ha

```
77
Properties=species:S:1:pos:R:3:forces:R:3:lowdin_charge:R:1
C -0.073366 -0.623950 0.916627 -0.9 -0.8 0.8 0.11
C 0.589142 -0.039868 0.117336 -0.1 1.8 -1.4 -0.18
C 0.990328 0.977547 -0.895461 0.9 -1.0 1.9 -0.17
N -0.071755 1.163615 -1.972506 0.8 -0.7 -0.5 -0.28
P 0.790323 1.900133 -3.450116 -0.8 2.3 -2.8 0.48
S -0.427622 2.729399 -4.679866 0.0 -0.6 0.3 0.31
B -0.520005 -0.261149 -2.403157 -0.7 -2.3 -0.1 -0.65
C -1.975647 -0.816274 -2.353845 0.8 0.6 0.6 -0.04
O 0.492103 -1.081403 -2.851044 -0.3 1.8 -0.5 0.05
S -1.336578 2.233142 -1.388286 -0.3 2.9 2.0 0.54
O -1.728549 1.872964 -0.096353 -0.6 -2.0 0.3 -0.19
O -0.768816 3.514827 -1.466133 0.7 0.6 -1.4 -0.25
F -2.535753 2.154304 -2.343153 0.9 -0.8 -0.2 -0.07
H -0.708133 -1.144597 1.645068 0.8 0.4 -0.9 -0.10
H 1.936001 0.626004 -1.329897 -0.4 0.1 -0.6 0.12
H 1.215066 1.928878 -0.403767 -0.3 0.0 -0.2 0.15
H 1.494850 0.901695 -4.145807 0.2 -0.3 1.1 0.03
H 1.708671 2.874174 -2.995375 0.0 -0.8 0.8 0.04
H -2.684753 -0.248920 -1.751005 -0.1 0.0 -0.4 0.03
H -2.309288 -0.972700 -3.387885 -0.2 0.1 0.2 0.05
H -1.902304 -1.808527 -1.887202 0.1 0.1 -0.2 0.09
H 0.424535 -1.197384 -3.808757 0.0 -0.6 0.0 0.14
C -2.944385 -3.017516 3.237106 -0.2 0.0 0.0 -1.55
Br -3.230287 -3.364676 1.359108 0.0 0.1 0.1 0.58
Br -1.389979 -1.899466 3.525969 -0.5 -0.4 0.9 0.67
Br -4.513599 -2.295471 4.081084 0.1 -0.3 0.1 0.60
H -2.738028 -3.968245 3.709305 0.1 0.0 0.0 -0.02
C 3.350476 -3.356503 -2.046107 0.0 -0.2 0.1 -1.60
Br 4.181815 -4.890243 -1.239757 0.0 0.1 -0.1 0.59
Br 2.087479 -2.545442 -0.833735 0.4 -0.3 0.2 0.71
Br 4.642186 -2.071999 -2.685574 -0.1 0.0 0.1 0.58
H 2.798406 -3.705905 -2.907861 0.0 0.0 0.0 -0.03
C -2.515686 -0.655644 7.265876 -0.1 -0.1 0.0 -1.64
Br -1.516742 -2.113491 8.037046 -0.1 0.2 -0.1 0.54
Br -3.798080 0.077346 8.504621 0.2 -0.1 -0.1 0.58
Br -1.342427 0.705705 6.559022 0.0 0.0 0.0 0.55
H -3.075412 -1.057567 6.430874 0.0 0.1 0.0 -0.10
C 6.603929 -4.336810 2.333542 0.0 0.0 0.0 -1.62
Br 7.817905 -4.576439 0.857659 -0.1 0.0 0.1 0.58
Br 5.829621 -2.570183 2.347533 0.0 -0.1 0.0 0.56
Br 5.246256 -5.707095 2.365934 0.0 0.0 0.0 0.57
H 7.181243 -4.439237 3.241866 0.0 0.0 0.0 -0.03
C -3.836908 1.836734 3.559215 0.0 0.1 0.1 -1.59
Br -4.215557 0.589079 2.132767 0.0 0.2 -0.1 0.54
Br -3.934882 3.659033 2.946088 -0.2 -0.3 0.2 0.56
Br -4.956739 1.525020 5.101057 0.1 0.0 -0.2 0.58
H -2.814635 1.662285 3.870295 0.0 0.0 0.0 -0.05
C 1.917495 -4.829143 9.102894 0.1 0.0 0.0 -1.63
Br 0.153310 -4.576897 9.845645 0.2 -0.1 0.0 0.55
Br 2.622175 -3.190505 8.370436 -0.1 -0.1 0.0 0.56
Br 3.122286 -5.620455 10.379159 -0.1 0.1 -0.1 0.58
H 1.821369 -5.526264 8.283345 0.0 0.0 0.0 -0.10
C -5.908692 -1.345783 -4.097260 -0.1 -0.1 -0.1 -1.61
Br -4.985930 -1.845441 -2.477020 -0.4 -0.1 0.0 0.63
Br -4.728901 -0.437586 -5.327447 0.0 0.0 0.1 0.58
Br -6.776907 -2.853153 -4.917344 0.1 0.1 0.1 0.61
H -6.681371 -0.642563 -3.818709 0.0 0.0 0.0 -0.03
C 0.741559 5.041234 -8.510750 -0.1 0.0 0.0 -1.65
Br 1.960013 4.611404 -7.077324 0.0 0.0 -0.1 0.53
Br 0.635180 3.618381 -9.806540 0.0 0.1 0.1 0.57
Br -0.997347 5.533870 -7.842075 0.1 -0.1 0.0 0.57
H 1.143871 5.907227 -9.020423 0.0 0.0 0.0 -0.14
C 3.270937 -7.546106 5.277838 0.1 0.0 0.0 -1.64
Br 4.384424 -7.894450 6.809287 -0.1 0.0 -0.1 0.59
Br 3.256759 -9.026061 4.042287 0.0 0.1 0.1 0.57
Br 1.476687 -7.047188 5.791072 0.1 0.0 0.0 0.59
H 3.699183 -6.699704 4.758226 0.0 0.0 0.0 -0.08
C 2.190350 8.709809 -10.871815 0.0 0.1 -0.1 -1.62
Br 1.363480 10.084453 -11.935422 0.0 -0.1 0.1 0.59
Br 1.759427 8.892426 -8.998920 0.0 0.0 -0.1 0.59
Br 1.759763 6.945496 -11.522401 0.0 0.1 0.0 0.60
H 3.260318 8.831997 -10.966406 0.0 0.0 0.0 -0.03
C -1.156071 6.646337 2.679217 0.0 0.0 0.1 -1.61
Br 0.113356 6.339538 4.096030 -0.1 0.0 -0.1 0.58
Br -1.219638 5.159340 1.446413 0.2 0.2 -0.1 0.55
Br -2.901913 7.090288 3.365045 0.1 0.0 -0.1 0.57
H -0.809595 7.504315 2.120612 0.0 0.0 0.0 -0.03
```
Forces are in eV/Å.

***

Record 3
Below is a structure of composition CH10NOSn, with properties calculated with the ωB97M-V functional and the def2-TZVPD basis.

Output
frontier orbital gap (alpha / beta)	3.2 / 3.2	eV
ΔE to the lowest compared entry with this formula, charge and spin	46.2	kJ/mol
net charge	-1
2S+1	1
maximum force	0.012	Eh/bohr
HOMO energy (alpha / beta)	0.010 / 0.010	Ha

```
14
Properties=species:S:1:pos:R:3:forces:R:3:lowdin_charge:R:1
C -1.739187 1.589655 -0.852037 0.2 0.5 0.1 -0.39
Sn 0.055621 0.514966 -0.341561 -0.1 -0.5 0.3 0.43
N -0.768127 -1.336399 -1.349472 0.0 0.0 0.0 -0.15
H 0.161398 0.626946 1.359745 0.3 0.4 -0.3 -0.15
H 1.362219 0.846421 -1.416430 -0.2 0.2 0.6 -0.16
H -1.517302 2.635103 -0.594253 -0.4 -0.1 -0.2 -0.04
H -2.574027 1.231182 -0.232424 0.3 0.1 -0.4 -0.03
H -1.949855 1.487473 -1.926413 -0.1 0.1 0.4 -0.03
H -1.000513 -2.042413 -0.647550 0.0 -0.3 0.2 -0.04
H -0.032080 -1.698567 -1.958982 0.3 -0.4 -0.2 -0.06
H -1.593184 -1.141373 -1.924670 -0.3 -0.1 -0.2 -0.03
O 1.420157 -1.861694 0.713646 0.1 0.1 0.1 -0.32
H 2.342646 -2.017662 0.451946 0.1 -0.1 -0.3 -0.02
H 1.443081 -1.963844 1.680408 -0.2 0.0 0.1 -0.01
```
Forces are in eV/Å.

***

Record 4
Below is a structure of composition C41H36ClN2O3P2Ru at a distorted geometry, with properties calculated with the ωB97M-V functional and the def2-TZVPD basis.

Output
frontier orbital gap (alpha / beta)	6.6 / 4.8	eV
ΔE to the lowest compared entry with this formula, charge and spin	0.0	kJ/mol
net charge	+3
2S+1	5
maximum force	0.071	Eh/bohr
HOMO energy (alpha / beta)	-0.604 / -0.604	Ha

```
86
Properties=species:S:1:pos:R:3:forces:R:3:lowdin_charge:R:1
Ru -0.383073 0.620155 -0.106073 1.0 -1.1 -3.3 1.09
C -2.089895 -1.503334 1.890099 -0.3 0.5 -0.4 -0.33
C -3.218056 -0.516992 1.505078 1.0 -0.5 -0.1 -0.29
P -2.610857 0.698794 0.220496 -3.6 -0.2 0.4 0.95
C -3.532835 2.170068 0.771668 -0.7 0.0 0.3 -0.34
C -3.365917 2.569688 2.108650 1.2 -0.1 0.1 -0.12
C -4.111154 3.584892 2.668338 -0.9 0.2 -0.4 -0.04
C -5.189448 4.105679 1.930931 0.8 0.1 0.3 -0.02
C -5.462019 3.620102 0.659171 -0.4 0.1 0.1 -0.04
C -4.664369 2.643416 0.075396 0.6 0.0 -0.3 -0.05
C -3.336398 0.359897 -1.440836 0.3 0.2 0.1 -0.37
C -3.061700 1.390507 -2.348023 0.1 -0.1 -0.6 -0.13
C -3.545023 1.306110 -3.665152 0.8 0.3 0.3 -0.04
C -4.298298 0.216145 -4.055913 -0.2 0.0 0.0 -0.02
C -4.641788 -0.765223 -3.124919 -0.4 0.2 -0.6 -0.04
C -4.184418 -0.702487 -1.835793 0.8 -0.4 1.5 -0.06
P -0.441326 -0.722902 1.695650 -0.3 -1.1 2.4 0.92
C 0.795271 -2.080449 1.716939 -0.9 0.0 0.2 -0.36
C 2.088913 -1.775168 2.144679 0.5 0.8 -0.4 -0.12
C 3.015652 -2.794035 2.312310 -0.1 0.2 0.2 -0.05
C 2.579167 -4.120518 2.214404 2.0 -0.2 0.5 -0.05
C 1.333741 -4.433243 1.760993 -1.6 -0.2 -0.8 -0.05
C 0.403848 -3.416753 1.493938 0.0 0.4 0.2 -0.06
C -0.153032 0.275255 3.206537 0.7 1.4 -0.9 -0.36
C 0.216535 -0.314551 4.396003 -0.2 -1.2 1.0 -0.08
C 0.530850 0.432069 5.537639 0.2 0.1 -0.9 -0.03
C 0.636927 1.812258 5.436545 -0.3 0.4 0.4 -0.03
C 0.253304 2.457355 4.255667 0.2 -0.1 -0.2 -0.05
C -0.103362 1.694575 3.140816 0.0 0.0 -0.4 -0.13
H -2.107649 -2.324412 1.182604 -0.1 -0.3 -0.1 0.07
H -2.225968 -1.901867 2.895464 0.2 0.0 0.0 0.12
H -3.633460 0.014760 2.365816 0.3 0.1 -0.3 0.10
H -4.018729 -1.107676 1.081238 -0.4 0.1 -0.2 0.09
H -2.590748 2.065985 2.698535 -0.2 0.4 -0.1 0.08
H -3.926143 3.996863 3.655553 0.1 -0.4 0.0 0.12
H -5.763575 4.909374 2.388940 -0.1 -0.2 -0.3 0.13
H -6.324695 4.011306 0.125959 0.2 -0.2 0.0 0.13
H -4.913876 2.254071 -0.912874 0.1 0.3 0.3 0.11
H -2.491451 2.265791 -2.013709 -0.1 -0.3 -0.3 0.11
H -3.251245 2.061329 -4.396186 -0.3 -0.1 0.3 0.13
H -4.664748 0.139873 -5.079145 0.1 0.0 0.3 0.13
H -5.310024 -1.550792 -3.447007 0.1 -0.2 0.2 0.13
H -4.452898 -1.487064 -1.104868 0.1 0.5 -0.6 0.12
H 2.354372 -0.708595 2.322651 0.0 -0.9 -0.1 0.13
H 4.059709 -2.561548 2.530289 -0.4 -0.1 0.2 0.12
H 3.276414 -4.927454 2.522615 -0.5 0.6 -0.5 0.14
H 1.071001 -5.471116 1.545536 0.0 0.3 0.4 0.13
H -0.633717 -3.649207 1.203154 0.8 -0.1 0.0 0.11
H 0.253735 -1.410908 4.477747 -0.1 0.5 0.0 0.13
H 0.764545 -0.077568 6.455372 0.1 -0.1 0.2 0.12
H 1.014874 2.396599 6.290916 -0.4 -0.3 -0.5 0.14
H 0.271936 3.553619 4.211479 0.1 -0.5 -0.1 0.13
H -0.288084 2.218446 2.177966 -0.1 -0.4 0.8 0.05
C 3.878444 -4.477376 -2.606828 -0.2 0.0 0.2 0.02
C 4.057332 -3.036716 -2.227835 1.3 -0.5 -0.6 -0.13
C 5.316997 -2.447977 -2.314351 -0.2 -0.3 -0.1 0.02
C 5.557248 -1.126548 -1.874569 0.9 -0.4 -0.4 -0.58
Cl 7.118080 -0.437910 -1.917164 -1.0 -0.6 -0.1 0.90
C 4.505005 -0.379396 -1.341506 -1.8 0.9 0.7 -0.04
C 3.240060 -0.956722 -1.212566 1.6 0.9 0.4 0.04
C 2.992698 -2.252899 -1.721958 -1.3 0.6 0.4 -0.15
O 1.702582 -2.675099 -1.646493 2.8 0.2 1.5 -0.02
C 0.859915 -2.584427 -2.746023 -1.0 -0.8 -1.5 -0.07
C -0.132205 -1.405211 -2.652298 -2.0 -1.1 -1.9 -0.53
O -1.135777 -1.473469 -3.367175 1.9 0.5 1.7 0.10
O 0.212574 -0.413274 -1.871669 -0.4 0.2 1.5 -0.22
H 4.853859 -4.941375 -2.711577 0.0 -0.1 -0.1 0.10
H 3.328820 -4.609229 -3.543749 0.0 0.1 0.1 0.11
H 3.322737 -5.013865 -1.825149 0.1 0.2 -0.2 0.11
H 6.172401 -2.976256 -2.729616 -0.3 -0.2 0.1 0.14
H 4.743705 0.665072 -1.074436 -0.5 -0.7 0.1 0.13
H 2.428132 -0.470053 -0.683243 0.1 0.1 -0.4 0.09
H 0.309845 -3.554198 -2.749993 0.1 0.9 -0.4 0.17
H 1.447573 -2.496860 -3.684347 -0.5 0.0 0.4 0.16
N 4.116835 2.681589 -4.604610 -0.3 -0.2 0.6 0.23
C 3.441426 2.715566 -3.670361 0.5 0.0 -1.1 -0.16
C 2.605333 2.861412 -2.529840 -0.8 0.3 0.8 -0.18
C 2.684686 4.021116 -1.745789 0.3 0.0 0.5 0.06
C 1.895399 4.116282 -0.598265 -0.4 0.2 -0.6 0.01
C 0.888015 3.171453 -0.418410 1.4 0.4 0.1 -0.12
N 0.870933 2.009281 -1.095814 0.2 1.5 -0.9 -0.09
C 1.699260 1.871054 -2.163433 0.0 -0.1 0.0 -0.05
H 3.369124 4.825662 -2.035154 -0.2 -0.4 0.2 0.15
H 2.002981 4.943413 0.099680 -0.2 0.0 -0.4 0.13
H 0.098887 3.353484 0.295827 0.0 -0.1 0.3 0.10
H 1.616274 0.972355 -2.774568 -0.1 0.2 0.5 0.13
```
Forces are in eV/Å.

***

Values for E_tot, eV, ordered as above
-12458.4345; -2369254.0185; -10564.0084; -85876.9555